No. 1
This record from OMol25 describes an isolated molecule of C19H27N3O. The level of theory is ωB97M-V/def2-TZVPD.

Geometry as XYZ:
```
50
Properties=species:S:1:pos:R:3:nbo_charge:R:1
C 2.06 -2.72 2.06 -0.647
C 2.12 -2.16 0.70 0.155
N 3.06 -2.37 -0.28 -0.352
N 2.94 -1.61 -1.38 -0.301
C 1.99 -0.87 -1.14 0.303
C 1.38 -1.11 0.19 -0.135
C 0.29 -0.18 0.68 -0.235
C -1.01 -1.08 0.96 -0.189
C -1.15 -2.11 -0.12 -0.416
C -2.54 -2.83 -0.06 -0.381
C -2.69 -3.47 1.33 -0.398
C -2.61 -2.46 2.44 -0.404
C -1.20 -1.81 2.42 -0.391
C -0.01 0.94 -0.37 -0.234
C 0.64 1.06 -1.57 0.325
C 0.52 2.38 -2.40 -0.429
C 0.36 3.57 -1.47 -0.053
C 0.15 4.73 -2.48 -0.597
C 1.67 3.72 -0.71 -0.608
C -0.80 3.40 -0.54 -0.493
C -0.66 2.12 0.17 0.556
O -1.13 2.04 1.29 -0.583
N 1.55 0.07 -2.07 -0.604
H 3.11 -2.75 2.35 0.222
H 1.67 -3.78 2.16 0.226
H 1.51 -2.09 2.72 0.241
H 3.82 -2.98 -0.22 0.393
H 0.56 0.32 1.64 0.235
H -1.82 -0.39 0.77 0.209
H -1.17 -1.64 -1.04 0.206
H -0.39 -2.85 -0.06 0.196
H -3.38 -2.12 -0.18 0.189
H -2.64 -3.55 -0.84 0.202
H -1.97 -4.28 1.42 0.196
H -3.74 -3.82 1.45 0.203
H -2.77 -2.93 3.35 0.202
H -3.33 -1.68 2.41 0.202
H -0.44 -2.63 2.57 0.185
H -1.01 -1.02 3.17 0.212
H 1.37 2.44 -3.05 0.214
H -0.35 2.30 -3.10 0.225
H 1.09 5.08 -2.90 0.211
H -0.47 4.42 -3.33 0.209
H -0.36 5.59 -2.00 0.211
H 1.94 2.83 0.00 0.218
H 1.60 4.52 -0.06 0.212
H 2.48 3.81 -1.39 0.208
H -1.76 3.38 -1.02 0.237
H -0.86 4.26 0.17 0.239
H 2.40 0.29 -2.63 0.410
```

Orbital gap   8.56 eV
Energy relative to the best compared isomer or geometry (same formula, charge and spin)   2.618 eV
Structure (SMILES)   Cc1[nH]nc2c1[C@H](C1CCCCC1)C1=C(CC(C)(C)CC1=O)N2

---

No. 2
This record from OMol25 describes an isolated molecule of C19H27N3O2. The level of theory is ωB97M-V/def2-TZVPD.

Geometry as XYZ:
```
51
Properties=species:S:1:pos:R:3:nbo_charge:R:1
C -2.86 -6.38 1.41 -0.599
C -2.50 -5.04 2.03 -0.399
C -2.86 -3.88 1.10 -0.397
C -2.43 -2.53 1.71 -0.213
N -1.00 -2.49 1.96 -0.443
C -0.25 -2.15 0.75 -0.219
C 1.25 -2.38 0.91 -0.621
C -0.64 -1.67 3.11 -0.265
C -0.78 -0.19 2.88 0.262
C -1.86 0.63 2.86 -0.305
C -1.39 1.91 2.45 -0.297
C -0.05 1.77 2.25 0.255
C 1.00 2.71 1.76 -0.267
N 1.68 2.17 0.59 -0.626
C 1.23 2.49 -0.67 0.790
O 0.46 3.41 -0.87 -0.646
N 1.79 1.70 -1.64 -0.635
C 1.65 1.79 -3.03 0.246
C 2.39 0.90 -3.81 -0.282
C 2.29 0.94 -5.19 -0.193
C 1.46 1.85 -5.80 -0.243
C 0.72 2.73 -5.03 -0.184
C 0.81 2.70 -3.65 -0.280
O 0.32 0.49 2.51 -0.430
H -2.32 -6.53 0.48 0.199
H -3.92 -6.44 1.19 0.198
H -2.60 -7.20 2.08 0.207
H -1.44 -5.00 2.24 0.212
H -3.04 -4.92 2.97 0.189
H -2.37 -4.02 0.14 0.193
H -3.93 -3.85 0.93 0.202
H -2.95 -2.41 2.66 0.190
H -2.76 -1.71 1.05 0.179
H -0.62 -2.81 -0.04 0.199
H -0.44 -1.11 0.43 0.168
H 1.72 -2.33 -0.07 0.209
H 1.43 -3.36 1.34 0.215
H 1.70 -1.62 1.55 0.202
H -1.27 -1.97 3.94 0.219
H 0.40 -1.88 3.37 0.216
H -2.87 0.37 3.10 0.227
H -1.97 2.80 2.31 0.232
H 1.75 2.89 2.54 0.209
H 0.54 3.65 1.46 0.257
H 2.12 1.28 0.74 0.385
H 2.44 0.99 -1.33 0.387
H 3.05 0.19 -3.33 0.200
H 2.88 0.25 -5.78 0.213
H 1.38 1.88 -6.88 0.212
H 0.06 3.45 -5.50 0.213
H 0.23 3.39 -3.04 0.257
```

Orbital gap   8.84 eV
Energy relative to the best compared isomer or geometry (same formula, charge and spin)   1.840 eV
Structure (SMILES)   CCCCN(CC)Cc1ccc(CNC(=O)Nc2ccccc2)o1

---

Copy entry 1 word for word.
This record from OMol25 describes an isolated molecule of C19H27N3O. The level of theory is ωB97M-V/def2-TZVPD.

Geometry as XYZ:
```
50
Properties=species:S:1:pos:R:3:nbo_charge:R:1
C 2.06 -2.72 2.06 -0.647
C 2.12 -2.16 0.70 0.155
N 3.06 -2.37 -0.28 -0.352
N 2.94 -1.61 -1.38 -0.301
C 1.99 -0.87 -1.14 0.303
C 1.38 -1.11 0.19 -0.135
C 0.29 -0.18 0.68 -0.235
C -1.01 -1.08 0.96 -0.189
C -1.15 -2.11 -0.12 -0.416
C -2.54 -2.83 -0.06 -0.381
C -2.69 -3.47 1.33 -0.398
C -2.61 -2.46 2.44 -0.404
C -1.20 -1.81 2.42 -0.391
C -0.01 0.94 -0.37 -0.234
C 0.64 1.06 -1.57 0.325
C 0.52 2.38 -2.40 -0.429
C 0.36 3.57 -1.47 -0.053
C 0.15 4.73 -2.48 -0.597
C 1.67 3.72 -0.71 -0.608
C -0.80 3.40 -0.54 -0.493
C -0.66 2.12 0.17 0.556
O -1.13 2.04 1.29 -0.583
N 1.55 0.07 -2.07 -0.604
H 3.11 -2.75 2.35 0.222
H 1.67 -3.78 2.16 0.226
H 1.51 -2.09 2.72 0.241
H 3.82 -2.98 -0.22 0.393
H 0.56 0.32 1.64 0.235
H -1.82 -0.39 0.77 0.209
H -1.17 -1.64 -1.04 0.206
H -0.39 -2.85 -0.06 0.196
H -3.38 -2.12 -0.18 0.189
H -2.64 -3.55 -0.84 0.202
H -1.97 -4.28 1.42 0.196
H -3.74 -3.82 1.45 0.203
H -2.77 -2.93 3.35 0.202
H -3.33 -1.68 2.41 0.202
H -0.44 -2.63 2.57 0.185
H -1.01 -1.02 3.17 0.212
H 1.37 2.44 -3.05 0.214
H -0.35 2.30 -3.10 0.225
H 1.09 5.08 -2.90 0.211
H -0.47 4.42 -3.33 0.209
H -0.36 5.59 -2.00 0.211
H 1.94 2.83 0.00 0.218
H 1.60 4.52 -0.06 0.212
H 2.48 3.81 -1.39 0.208
H -1.76 3.38 -1.02 0.237
H -0.86 4.26 0.17 0.239
H 2.40 0.29 -2.63 0.410
```

Orbital gap   8.56 eV
Energy relative to the best compared isomer or geometry (same formula, charge and spin)   2.618 eV
Structure (SMILES)   Cc1[nH]nc2c1[C@H](C1CCCCC1)C1=C(CC(C)(C)CC1=O)N2

---

Q: Which of these has the highest orbital gap?
A: C19H27N3O2